Molecular formula: C14H25N2NiO2S
Method: DFT, ωB97M-V with the def2-TZVPD basis set

Output
highest occupied orbital energy (alpha / beta): -15.2 / -16.1 eV
lowest unoccupied orbital energy (alpha / beta): -8.199 / -11.563 eV
multiplicity: 4
gap between HOMO and LUMO (alpha / beta): 7.04 / 4.56 eV
molar mass: 344.1 g mol⁻¹
net charge: +2

Last column: natural (NBO) charge in e.
Element x y z (Å)
C 3.39240 -1.90341 0.35472  -0.6028
C 3.15348 -0.36905 0.46402  -0.3940
C 3.37875 0.38669 -0.85177  -0.4423
C 2.24195 0.24630 -1.90173  -0.0965
O 1.18414 -0.60941 -1.39039  -0.5193
C -0.00697 0.01522 -1.09482  0.4507
N -0.72144 0.35406 -2.42265  -0.2175
C -0.82847 -0.51494 -3.25485  0.1582
S -0.79622 -1.72678 -4.25626  0.6697
C 0.12002 1.32467 -0.26783  -0.4948
C -0.93638 1.49726 0.85674  0.1078
C -0.40990 1.05586 2.24632  -0.5521
C -1.17137 3.01972 1.03293  -0.6089
N -2.24982 0.90229 0.48954  -0.0103
O -2.82685 1.58019 -0.43552  -0.3096
C -2.21494 -0.54505 0.18755  0.0828
C -3.22182 -0.93510 -0.92372  -0.6018
C -2.65592 -1.41675 1.40504  -0.5074
C -0.80482 -1.02254 -0.26513  -0.4230
H 4.28641 -2.22183 0.88249  0.2410
H 2.52116 -2.44701 0.74103  0.1728
H 3.44240 -2.18055 -0.70058  0.2125
H 3.86582 0.01882 1.19637  0.2361
H 2.16460 -0.20735 0.90259  0.1573
H 3.58105 1.44146 -0.64629  0.2309
H 4.30355 -0.00727 -1.27826  0.2389
H 2.65749 -0.29038 -2.75732  0.2143
H 1.87328 1.19736 -2.28746  0.2020
H 1.10107 1.45938 0.18098  0.2625
H -0.01326 2.15111 -0.96845  0.2599
H 0.58433 1.48573 2.38102  0.2511
H -1.02951 1.46613 3.04282  0.2637
H -0.26541 -0.03831 2.37055  0.0504
H -1.25614 3.52821 0.07599  0.2421
H -2.10826 3.18355 1.56750  0.2468
H -0.36001 3.46987 1.60801  0.2280
H -3.05655 -0.39319 -1.84820  0.2288
H -4.25168 -0.88064 -0.57722  0.2603
H -3.02949 -1.99242 -1.14015  0.2044
H -2.85575 -2.41689 1.01515  0.2475
H -3.55510 -1.04236 1.88956  0.2874
H -1.86649 -1.53594 2.19149  0.0162
H -0.10593 -1.23202 0.56481  0.1643
H -0.87512 -1.96314 -0.81661  0.2520
Ni -0.37825 -1.89155 2.43802  0.9398

---

Molecular formula: C14H26AsGeS4Tc
Method: DFT, ωB97M-V with the def2-TZVPD basis set

Output
highest occupied orbital energy (alpha / beta): -15.3 / -15.3 eV
lowest unoccupied orbital energy (alpha / beta): -9.796 / -9.796 eV
gap between HOMO and LUMO (alpha / beta): 5.51 / 5.51 eV
molar mass: 568.2 g mol⁻¹
net charge: +2

Last column: Löwdin charge in e.
Element x y z (Å)
Tc 0.99816 -0.30635 0.16443  0.8170
C -0.01477 -2.13013 0.81384  -0.3537
C 0.67536 -1.86294 2.07396  -0.2320
C 0.03493 -0.71042 2.68449  -0.2238
C -1.03027 -0.24668 1.80434  -0.1806
C -1.07977 -1.13000 0.65608  -0.2782
C -2.25253 -1.28795 -0.27121  0.0065
C -2.04824 0.78855 2.16176  0.0116
C 0.30760 -0.21942 4.05304  -0.0035
C 1.66894 -2.79854 2.69701  0.0112
C 0.02913 -3.45052 0.08347  -0.0170
H -2.91953 -2.07279 0.09624  0.1220
H -1.95410 -1.61186 -1.26074  0.0906
H -2.83801 -0.38661 -0.34631  0.0727
H -2.68778 0.41491 2.97541  0.1278
H -2.69894 1.03438 1.31818  0.0904
H -1.60711 1.71166 2.54118  0.1046
H -0.24472 -0.82798 4.78799  0.1328
H 0.00116 0.81631 4.19859  0.1008
H 1.35613 -0.32090 4.32842  0.0918
H 1.15741 -3.37254 3.47467  0.1250
H 2.49743 -2.27617 3.17306  0.0940
H 2.07335 -3.51096 1.97786  0.0943
H -0.33504 -3.37219 -0.94299  0.0927
H -0.59784 -4.18592 0.58435  0.1151
H 1.02384 -3.88780 0.06699  0.0864
S 3.34361 3.08627 -1.06948  0.1854
As 4.22028 1.70432 0.26546  0.0188
S 2.12484 -0.85067 -1.48516  0.4687
S 2.57436 0.59425 1.52185  0.2424
S 6.16645 1.29525 0.93047  0.1875
C 0.05784 3.50790 -3.03645  -0.1956
Ge -0.46271 1.68034 -2.62495  0.7382
C 0.33864 0.52265 -3.97261  -0.2287
C -2.40670 1.52985 -2.67572  -0.2059
C 0.23783 1.33663 -0.81599  -0.4291
H -0.30279 3.83918 -4.01375  0.0486
H 1.15222 3.53745 -3.02455  -0.0071
H -0.28660 4.18791 -2.27004  0.0309
H -0.00928 0.74997 -4.97224  0.0452
H 0.14833 -0.52177 -3.74612  0.0025
H 1.40682 0.65772 -3.89828  -0.0017
H -2.76796 2.01766 -3.57395  0.0351
H -2.83992 2.05342 -1.82131  0.0257
H -2.75564 0.49225 -2.69286  0.0166
H -0.52801 1.72164 -0.14166  0.0117
H 1.07359 2.06063 -0.77677  -0.0876

---

Molecular formula: C14H26BF3N2O12
Method: DFT, ωB97M-V with the def2-TZVPD basis set

Output
highest occupied orbital energy: -10.0 eV
lowest unoccupied orbital energy: 0.242 eV
relative energy (zero: lowest compared OMol25 entry of this formula, charge and spin): 0.0000 eV
gap between HOMO and LUMO: 10.27 eV
structure (SMILES): CC(=O)OC[C@@](N)(C[C@H](O)C(F)(F)F)OC(=O)B(N)O.COC(=O)OC.COC(=O)OC
molar mass: 482.2 g mol⁻¹
net charge: 0

Last column: natural (NBO) charge in e.
Element x y z (Å)
C 5.44827 0.38844 -2.81179  -0.7452
C 4.48088 0.78793 -3.90388  0.8130
O 3.97150 0.01231 -4.64522  -0.5381
O 4.29669 2.13204 -4.09419  -0.5210
C 4.18449 3.01239 -2.99769  -0.0895
C 2.75192 3.42781 -2.66468  0.3990
N 2.83372 4.48740 -1.65441  -0.8487
C 1.94719 4.02930 -3.82981  -0.4669
C 1.42946 3.16748 -4.99545  0.0148
O 1.65033 1.78814 -4.81168  -0.6911
C 2.03634 3.62157 -6.32128  0.9526
F 1.67359 2.80959 -7.32552  -0.3228
F 1.58246 4.85983 -6.61700  -0.3346
F 3.37318 3.67983 -6.31368  -0.3178
O 2.18717 2.23553 -2.08632  -0.5438
C 0.85507 2.08748 -1.90181  0.5334
O 0.10304 3.02495 -1.81430  -0.5871
B 0.41059 0.55695 -1.71644  0.9237
N -0.42809 -0.11637 -2.64461  -1.0630
O 0.81246 -0.09631 -0.58339  -0.8524
H 5.60418 -0.68454 -2.89261  0.2471
H 6.39595 0.91705 -2.92291  0.2347
H 5.04866 0.59276 -1.81804  0.2299
H 4.59654 2.57614 -2.08744  0.1902
H 4.75969 3.91403 -3.22870  0.1920
H 2.50986 4.14581 -0.75850  0.3809
H 3.78267 4.82427 -1.53833  0.3620
H 2.60849 4.80515 -4.22579  0.2333
H 1.11431 4.55921 -3.38021  0.2632
H 0.35983 3.36704 -5.12237  0.1929
H 0.89888 1.29473 -5.14777  0.4788
H -0.11059 -1.04083 -2.90752  0.4060
H -0.66391 0.40866 -3.47406  0.3819
H 1.39427 0.44897 -0.04723  0.4926
C -2.04356 0.47993 0.98006  -0.2527
O -1.80895 -0.85150 1.44496  -0.4909
C -1.96821 -1.01060 2.75822  0.9776
O -2.26907 -0.14550 3.54155  -0.6493
O -1.73418 -2.28680 3.05791  -0.4948
C -1.87658 -2.60495 4.44820  -0.2548
H -1.87519 0.45803 -0.09164  0.2004
H -3.06864 0.78259 1.18705  0.1911
H -1.35600 1.18029 1.45158  0.1870
H -2.89112 -2.41192 4.78885  0.2043
H -1.17177 -2.02825 5.04460  0.1869
H -1.66141 -3.66563 4.52975  0.1953
C -3.22681 -6.14014 7.91948  -0.2552
O -4.60429 -6.25553 7.54736  -0.4918
C -5.01932 -5.33223 6.68176  0.9805
O -4.34409 -4.44963 6.21531  -0.6536
O -6.30607 -5.54845 6.41914  -0.4914
C -6.88406 -4.61975 5.49391  -0.2559
H -3.04604 -6.95046 8.61862  0.1975
H -2.58533 -6.24460 7.04639  0.1915
H -3.03886 -5.18003 8.39632  0.1932
H -6.37283 -4.66881 4.53447  0.1938
H -6.82674 -3.60582 5.88492  0.1941
H -7.91997 -4.92503 5.38590  0.1973